Here is a 4-piece molecular cluster, C30H63BCl2INO11P2S2 overall at a distorted geometry from the Open Molecules 2025 dataset. Energies are from ωB97M-V/def2-TZVPD.

Last column: Löwdin charge in e.
Element x y z (Å)
C -4.643 -2.313 -0.582  -0.11
C -3.160 -1.572 -0.495  -0.29
O -2.401 -1.901 0.721  -0.33
C -1.031 -1.375 0.618  -0.30
P 0.078 -2.551 1.706  0.47
C 1.477 -3.689 2.423  -0.49
O 1.566 -4.016 3.741  -0.22
O 2.594 -4.243 1.589  -0.29
C -1.168 -2.858 3.112  -0.58
Cl -1.618 -4.649 3.542  0.47
C -1.881 -1.866 3.945  -0.59
C -1.707 -0.272 3.708  -0.14
Cl -3.063 -2.423 5.314  0.46
P -0.842 -4.277 0.646  0.48
O 0.048 -5.761 0.995  -0.49
I -0.483 -4.053 -1.827  0.37
O 1.093 -2.528 0.246  -0.60
C 2.067 -1.386 0.234  -0.13
C 1.951 -0.494 1.601  -0.33
C 1.328 1.057 1.494  -0.14
C 0.970 1.519 -0.034  -0.25
C 0.315 3.052 -0.091  -0.46
S 1.255 4.204 -1.264  0.77
C 0.215 4.315 -2.864  -0.95
S -1.435 4.770 -2.740  0.56
N 0.934 3.954 -4.146  -0.24
C 0.990 2.452 -4.324  -0.23
C -0.431 1.670 -4.074  -0.12
C 0.367 4.658 -5.359  -0.28
C 1.599 4.891 -6.427  -0.12
C 3.366 -0.110 2.410  -0.05
B 4.192 -1.402 2.976  -0.46
O 5.354 -1.932 2.232  0.02
O 3.763 -1.991 4.289  0.03
O 1.036 -1.284 2.472  -0.29
H -5.416 -1.762 0.104  0.07
H -4.574 -3.473 -0.377  0.08
H -5.012 -2.215 -1.712  0.07
H -3.374 -0.400 -0.509  0.12
H -2.596 -1.854 -1.484  0.06
H -1.050 -0.273 1.001  0.08
H -0.628 -1.306 -0.504  0.08
H -2.310 0.261 4.593  0.06
H -2.304 0.063 2.733  0.09
H -0.631 0.169 3.784  0.07
H -0.615 -6.531 0.971  0.04
H 2.136 -0.877 -0.816  0.11
H 3.089 -2.004 0.247  0.14
H 2.110 1.857 1.910  0.11
H 0.358 1.191 2.135  0.10
H 1.953 1.589 -0.707  0.10
H 0.254 0.782 -0.593  0.09
H -0.820 3.053 -0.384  0.07
H 0.398 3.510 0.982  0.08
H 1.373 2.193 -5.403  0.12
H 1.761 2.038 -3.513  0.13
H -0.207 0.513 -4.260  0.10
H -1.241 2.061 -4.827  0.07
H -0.819 1.723 -2.951  0.07
H -0.023 5.744 -5.065  0.11
H -0.539 4.041 -5.796  0.12
H 2.561 5.271 -5.865  0.08
H 1.299 5.735 -7.188  0.07
H 1.833 3.901 -7.010  0.07
H 2.993 0.500 3.367  0.12
H 4.033 0.656 1.804  0.12
H 5.272 -2.930 2.298  0.11
H 3.019 -1.420 4.656  0.10
C -4.548 -0.936 8.120  -0.10
C -5.595 0.107 7.762  -0.27
O -6.932 -0.366 7.881  -0.16
C -7.342 -0.804 9.175  -0.28
C -7.256 0.283 10.234  -0.09
H -4.669 -1.830 7.499  0.04
H -3.542 -0.535 7.969  0.08
H -4.629 -1.252 9.164  0.06
H -5.456 0.397 6.714  0.12
H -5.461 1.018 8.353  0.10
H -6.772 -1.689 9.472  0.10
H -8.384 -1.124 9.083  0.11
H -6.232 0.630 10.383  0.06
H -7.625 -0.092 11.195  0.07
H -7.858 1.150 9.943  0.08
C 7.416 6.936 -0.298  -0.09
C 7.002 5.829 -1.253  -0.28
O 5.682 5.347 -1.025  -0.16
C 4.625 6.295 -1.150  -0.27
C 4.536 6.921 -2.532  -0.08
H 7.333 6.598 0.741  0.08
H 8.450 7.238 -0.488  0.07
H 6.785 7.823 -0.403  0.06
H 7.676 4.977 -1.116  0.12
H 7.114 6.145 -2.295  0.10
H 4.712 7.062 -0.375  0.10
H 3.694 5.756 -0.948  0.07
H 5.434 7.490 -2.782  0.06
H 3.682 7.605 -2.587  0.08
H 4.414 6.147 -3.297  0.08
C 0.511 -6.397 -5.344  -0.09
C -1.003 -6.273 -5.420  -0.28
O -1.443 -5.219 -6.270  -0.16
C -1.056 -5.299 -7.640  -0.28
C -1.562 -6.550 -8.338  -0.09
H 0.957 -5.455 -5.007  0.08
H 0.794 -7.189 -4.645  0.08
H 0.950 -6.636 -6.316  0.06
H -1.387 -6.050 -4.419  0.08
H -1.461 -7.219 -5.722  0.10
H 0.031 -5.209 -7.730  0.10
H -1.480 -4.422 -8.138  0.11
H -1.155 -7.460 -7.893  0.06
H -1.276 -6.538 -9.396  0.07
H -2.654 -6.611 -8.272  0.08

Total charge = -2
E_HOMO = -0.0323 hartree
HOMO-LUMO gap = 3.49 eV
Largest force on an atom = 8.85 eV/Å
Molecular weight = 948.5 Da
Total energy = -130204.1601 eV